Entry from OMol25: C4H12NO2 as an isolated structure at a distorted geometry (ωB97M-V/def2-TZVPD).

Last column: Mulliken spin population.
Geometry (Å):
O -3.10 -1.05 0.46  0.000
O -1.63 0.94 1.13  -0.043
N 2.75 -0.79 -0.48  0.935
C -0.86 1.39 0.17  0.004
C -0.36 0.16 -0.57  0.033
C 1.83 -0.52 0.60  -0.041
C 0.34 -0.88 0.29  0.071
H 1.88 0.52 0.93  0.026
H 2.15 -1.11 1.46  -0.004
H 0.02 1.97 0.52  -0.001
H 0.71 0.70 -1.23  0.016
H -1.02 -0.27 -1.33  0.002
H 1.05 1.28 -1.62  0.011
H -0.17 -0.94 1.25  0.002
H -1.35 2.06 -0.57  -0.001
H -2.77 -1.36 -0.38  -0.001
H 2.70 -0.01 -1.14  -0.012
H 0.39 -1.86 -0.19  0.003
H -2.55 -0.22 0.71  0.000

Computed properties:
Frontier orbital gap (alpha / beta) = 0.2423 / 0.2471 Ha
2S+1 = 2
ΔE to the lowest compared entry with this formula, charge and spin = 5.569 eV
E = -364.55518 Eh